A structure of composition C13H3Cl5NNiO5. Source: OMol25; level of theory: ωB97M-V with the def2-TZVPD basis set.

Computed properties:
- total energy (Eh) = -4737.603983
- relative energy (zero: lowest compared OMol25 entry of this formula, charge and spin) (eV) = 0.000
- ⟨S²⟩ = 2.006
- LUMO energy (spin up / spin down) (hartree) = 0.091 / 0.090
- HOMO energy (spin up / spin down) (eV) = -6.03 / -6.45
- Kohn-Sham gap (spin up / spin down) (eV) = 8.50 / 8.90

Geometry as ORCA input:
```
! wB97M-V def2-TZVPD RIJCOSX def2/J DEFGRID3
* xyz -1 3
Ni 0.66 0.21 -1.47
O 2.22 2.10 3.96
C 1.94 1.67 2.70
C 2.43 0.45 2.23
C 2.09 0.09 0.94
N 1.33 0.89 0.22
C 0.88 2.07 0.63
C 1.17 2.51 1.90
C 0.11 2.81 -0.46
O -0.36 3.90 -0.18
O -0.02 2.14 -1.55
C 2.53 -1.15 0.18
O 3.24 -1.96 0.78
O 2.05 -1.23 -1.00
H 2.75 1.43 4.41
H 3.05 -0.21 2.82
H 0.81 3.47 2.25
Cl -0.14 -0.65 -3.70
C -1.36 -1.22 -2.53
C -1.08 -0.83 -1.24
C -1.99 -1.24 -0.30
Cl -1.71 -0.80 1.38
C -3.12 -1.99 -0.63
Cl -4.25 -2.49 0.59
C -3.35 -2.35 -1.96
Cl -4.74 -3.29 -2.40
C -2.45 -1.96 -2.95
Cl -2.68 -2.37 -4.61
*
```